Entry 1:
Formula: C45H60BN2O
Source: OMol25
Level of theory: ωB97M-V/def2-TZVPD

Summary:
charge: +1
relative energy (zero: lowest compared OMol25 entry of this formula, charge and spin): 0.00 kcal per mole
HOMO level: -10.19 eV
Kohn-Sham gap: 4.7 eV
F_max: 2.5 eV/A

Cartesian coordinates (Å):
C -1.652 -3.990 -2.473
C -1.123 -4.275 -3.864
C -1.013 -5.806 -3.943
C -2.180 -3.871 -4.896
C 0.250 -3.569 -4.151
C 1.207 -4.359 -4.801
C 2.451 -3.874 -5.188
C 2.727 -2.538 -5.023
C 1.729 -1.652 -4.568
C 2.009 -0.177 -4.962
C 0.902 0.796 -4.636
C 2.205 -0.097 -6.479
C 3.296 0.267 -4.270
C 0.591 -2.181 -3.906
N -0.238 -1.330 -3.058
C 0.001 -0.692 -1.849
B 1.271 -0.189 -1.038
H 1.069 0.381 0.172
N -1.213 -0.176 -1.433
C -1.435 0.563 -0.209
C -1.550 1.991 -0.249
C -1.839 2.864 -1.502
C -1.631 4.350 -1.211
C -3.292 2.712 -1.938
C -0.905 2.553 -2.659
C -1.342 2.674 0.945
C -1.030 2.010 2.113
C -0.917 0.640 2.145
C -1.276 -0.118 1.026
C -1.369 -1.628 1.353
C 0.023 -2.105 1.778
C -1.835 -2.511 0.225
C -2.371 -1.818 2.494
C -2.162 -0.405 -2.422
C -1.532 -0.968 -3.467
H -1.959 -2.951 -2.381
H -2.552 -4.593 -2.279
H -0.915 -4.231 -1.699
H -0.864 -6.152 -4.972
H -0.202 -6.184 -3.312
H -1.947 -6.266 -3.587
H -1.793 -3.995 -5.915
H -3.071 -4.507 -4.783
H -2.503 -2.836 -4.767
H 1.022 -5.405 -5.030
H 3.183 -4.545 -5.653
H 3.708 -2.168 -5.332
H 1.236 1.811 -4.893
H 0.696 0.787 -3.568
H -0.018 0.594 -5.201
H 3.054 -0.694 -6.824
H 1.304 -0.460 -6.993
H 2.370 0.947 -6.774
H 4.154 -0.318 -4.622
H 3.496 1.322 -4.508
H 3.215 0.159 -3.181
H 1.983 -1.167 -0.841
H 1.919 0.703 -1.644
H -0.603 4.547 -0.890
H -1.811 4.937 -2.122
H -2.332 4.717 -0.455
H -3.526 1.691 -2.244
H -3.958 2.990 -1.112
H -3.490 3.381 -2.785
H -1.171 1.617 -3.153
H -0.995 3.338 -3.427
H 0.144 2.521 -2.337
H -1.390 3.758 1.013
H -0.857 2.570 3.013
H -0.580 0.171 3.072
H 0.374 -1.594 2.682
H -0.010 -3.182 1.996
H 0.745 -1.921 0.970
H -2.868 -2.303 -0.084
H -1.159 -2.393 -0.619
H -1.777 -3.558 0.559
H -3.345 -1.408 2.199
H -2.505 -2.886 2.705
H -2.061 -1.323 3.418
H -3.207 -0.175 -2.302
H -1.891 -1.147 -4.464
C 3.515 -0.400 9.552
O 4.032 0.313 8.416
C 3.260 0.526 7.318
C 3.918 1.101 6.201
C 3.214 1.516 5.101
C 1.791 1.563 5.144
C 1.117 2.478 4.273
C 0.254 3.488 4.805
C -0.267 4.502 3.925
C -1.394 5.234 4.284
C -1.935 5.113 5.574
C -1.275 4.324 6.529
C -0.200 3.522 6.165
C 1.140 0.848 6.199
C 1.855 0.324 7.261
H 4.403 -0.678 10.135
H 2.863 0.259 10.145
H 2.970 -1.304 9.238
H 4.996 1.200 6.265
H 3.727 1.936 4.238
H 1.440 2.587 3.234
H 0.182 4.613 2.930
H -1.863 5.875 3.539
H -2.865 5.622 5.825
H -1.626 4.323 7.567
H 0.282 2.898 6.925
H 0.050 0.753 6.201
H 1.346 -0.207 8.078

Entry 2:
Formula: C45H60Br4N3O4PbSe
Source: OMol25
Level of theory: ωB97M-V/def2-TZVPD

Summary:
charge: -1
relative energy (zero: lowest compared OMol25 entry of this formula, charge and spin): 0.00 kcal per mole
HOMO level: -4.75 eV
Kohn-Sham gap: 7.0 eV
F_max: 0.4 eV/A

Cartesian coordinates (Å):
Pb -1.670 1.065 -1.585
C 5.558 -2.339 -0.858
C 5.680 -0.838 -1.133
C 6.641 -0.643 -2.310
C 6.278 -0.176 0.116
C 4.323 -0.211 -1.455
C 3.131 -0.925 -1.460
C 1.926 -0.293 -1.729
Se 0.335 -1.390 -1.685
C 0.136 -1.666 0.210
C 0.888 -2.678 0.793
C 0.800 -2.958 2.148
C -0.116 -2.205 2.883
C -0.915 -1.202 2.340
C -0.780 -0.882 0.957
O -1.469 0.106 0.433
C -1.938 -0.453 3.205
C -1.952 -0.966 4.646
C -3.344 -0.662 2.624
C -1.623 1.051 3.253
C 1.677 -4.053 2.760
C 3.158 -3.720 2.523
C 1.359 -5.405 2.104
C 1.457 -4.190 4.266
C 1.813 1.092 -2.048
O 0.656 1.638 -2.290
C 3.045 1.823 -2.049
C 4.226 1.146 -1.755
C 3.180 3.337 -2.333
C 4.103 3.535 -3.545
C 1.878 4.085 -2.641
C 3.809 4.031 -1.117
H 6.546 -2.756 -0.642
H 5.149 -2.870 -1.722
H 4.915 -2.534 0.002
H 7.617 -1.087 -2.089
H 6.791 0.417 -2.530
H 6.239 -1.117 -3.210
H 7.254 -0.614 0.354
H 5.614 -0.318 0.973
H 6.414 0.899 -0.028
H 3.114 -1.984 -1.248
H 1.559 -3.243 0.156
H -0.217 -2.418 3.938
H -2.202 -2.030 4.697
H -2.708 -0.416 5.211
H -0.987 -0.809 5.137
H -3.593 -1.728 2.606
H -3.387 -0.271 1.610
H -4.089 -0.142 3.235
H -0.615 1.217 3.645
H -2.335 1.560 3.910
H -1.692 1.489 2.259
H 3.384 -3.648 1.457
H 3.801 -4.493 2.956
H 3.406 -2.760 2.983
H 1.527 -5.371 1.025
H 0.312 -5.669 2.273
H 1.990 -6.196 2.523
H 1.688 -3.259 4.789
H 2.112 -4.971 4.662
H 0.425 -4.469 4.496
H 5.149 1.725 -1.750
H 3.674 3.056 -4.430
H 5.094 3.106 -3.379
H 4.225 4.603 -3.756
H 1.391 3.687 -3.529
H 2.120 5.137 -2.829
H 1.160 4.039 -1.824
H 4.795 3.624 -0.873
H 3.169 3.912 -0.240
H 3.925 5.102 -1.316
C 0.707 2.621 0.795
C -0.511 3.494 0.875
C -0.537 4.624 1.718
C -1.675 5.366 1.836
C -2.842 4.983 1.139
C -4.086 5.655 1.223
Br -4.270 7.218 2.301
C -5.177 5.199 0.545
C -5.078 4.050 -0.248
Br -6.627 3.416 -1.144
C -3.897 3.312 -0.412
O -3.812 2.254 -1.112
C -2.740 3.835 0.313
N -1.572 3.147 0.176
H 1.538 3.051 1.353
H 1.000 2.463 -0.242
H 0.478 1.634 1.206
H 0.358 4.892 2.267
H -1.700 6.241 2.472
H -6.123 5.715 0.621
Br -1.863 0.898 -5.240
C -0.829 2.511 -4.954
Br -1.787 3.834 -3.918
H -0.606 2.941 -5.918
H 0.043 2.219 -4.380
C -5.414 -0.346 -0.967
N -5.046 -1.747 -1.107
C -5.706 -2.688 -0.216
C -5.631 -4.092 -0.780
C -4.183 -4.425 -1.071
N -3.578 -3.397 -1.899
C -2.283 -3.742 -2.454
C -3.914 -2.062 -1.794
O -3.222 -1.201 -2.332
H -6.503 -0.267 -1.007
H -4.983 0.252 -1.762
H -5.073 0.074 -0.021
H -6.743 -2.368 -0.110
H -5.252 -2.655 0.782
H -6.212 -4.145 -1.704
H -6.046 -4.808 -0.070
H -4.106 -5.374 -1.605
H -3.624 -4.537 -0.132
H -2.394 -4.606 -3.112
H -1.567 -3.991 -1.662
H -1.896 -2.900 -3.017